C20H19ClN5O4Ti as an isolated structure in a non-equilibrium geometry, computed with ωB97M-V with the def2-TZVPD basis set.

Summary:
Total energy   -72330.823 eV
F_max   2.74 eV Å⁻¹
HOMO level (alpha / beta)   -2.29 / -4.91 eV

ORCA input file:
```
! RIJCOSX wB97M-V def2-TZVPD def2/J DEFGRID3
* xyz -1 3
Ti -0.157 -0.601 -0.144
N 0.091 -2.803 -1.572
C 1.502 -3.039 -1.237
C 1.875 -2.061 -0.074
O 2.909 -1.401 -0.177
N 1.022 -1.931 0.944
C 0.240 -3.076 1.364
C -1.273 -2.836 1.155
O -2.084 -3.623 1.627
O -1.542 -1.795 0.478
H -0.509 -3.562 -1.262
H -0.034 -2.672 -2.571
H 2.141 -2.756 -2.077
H 1.714 -4.087 -0.981
H 0.400 -3.234 2.442
H 0.532 -4.017 0.872
Cl 6.011 2.420 -1.728
C 4.440 1.681 -1.685
C 4.087 0.811 -2.705
C 2.827 0.239 -2.677
C 1.938 0.445 -1.616
O 0.785 -0.175 -1.618
C 2.318 1.371 -0.577
C 1.418 1.723 0.446
N 0.232 1.121 0.552
C -0.926 1.738 0.983
C -1.065 2.762 1.930
C -2.320 3.295 2.185
C -3.442 2.865 1.496
C -3.343 1.866 0.511
C -4.420 1.408 -0.277
C -4.171 0.446 -1.254
C -2.895 -0.036 -1.447
N -1.836 0.373 -0.718
C -2.069 1.291 0.267
C 3.580 1.997 -0.666
H 4.780 0.586 -3.501
H 2.512 -0.420 -3.476
H 1.643 2.593 1.066
H -0.200 3.128 2.464
H -2.423 4.069 2.936
H -4.410 3.303 1.697
H -5.411 1.807 -0.119
H -4.981 0.082 -1.869
H -2.682 -0.772 -2.217
H 3.866 2.715 0.090
N -0.236 -0.298 2.933
H -0.840 0.303 3.478
H 0.726 0.001 3.049
H -0.316 -1.244 3.278
*
```